Arrangement P

C4H10N2O3 | ωB97M-V/def2-TZVPD

The structure (SMILES) is O=NN(CCO)CCO. The value obtained for the HOMO-LUMO gap is 9.817 eV. The HOMO energy is -9.362 eV.

Structure (XYZ):
```
19
C4H10N2O3 | OMol25 | ωB97M-V/def2-TZVPD
O 2.70776 -0.55825 -1.28796
N 1.75086 -1.24608 -0.87082
N 1.21084 -0.66547 0.26154
C 1.26682 0.70931 0.69775
C 0.16630 1.70157 0.27737
O 0.25475 1.77107 -1.22055
C -0.00844 -1.32659 0.60641
C -1.44630 -1.35034 -0.39408
O -1.90318 -0.09615 -1.03054
H 2.15498 1.26080 0.37412
H 1.28933 0.84756 1.76049
H -1.03481 1.56835 0.37732
H 0.31703 2.63241 0.97160
H -0.61578 1.29614 -1.46338
H -0.13645 -0.87203 1.63316
H 0.26606 -2.31713 0.87835
H -1.24934 -2.05308 -1.25743
H -2.38242 -1.61577 0.24880
H -2.60802 0.31368 -0.56214
```

=====

Arrangement Q

C4H10N2O3 | ωB97M-V/def2-TZVPD

The value obtained for the HOMO-LUMO gap (alpha / beta) is 8.287 / 6.955 eV. The HOMO energy (alpha / beta) is -9.093 / -7.897 eV.

Structure (XYZ):
```
19
C4H10N2O3 | OMol25 | ωB97M-V/def2-TZVPD
C 2.01491 -1.16445 -1.03574
C 0.46624 -0.96470 -0.91888
C 0.03243 0.41155 -0.57740
C -0.57750 0.72555 0.74770
N -0.49412 1.90570 1.34242
N -1.75038 -0.00138 1.18760
O -2.28398 0.49524 2.16365
O -2.06168 -1.01479 0.57115
O -1.16464 0.86846 -1.25509
H 2.30341 -2.20370 -1.32625
H 2.46123 -0.59037 -1.98568
H 2.65486 -0.89292 -0.15834
H 0.07427 -1.51675 0.01051
H 0.05732 -1.12466 -1.87256
H 0.77633 1.18601 -0.80952
H 0.36815 -0.88943 1.62508
H 0.16447 2.71812 1.30400
H -1.27302 1.92715 2.07146
H -1.76830 0.12540 -1.08411
```

=====

Energetically preferred structure: arrangement P | next structure: +207.4 kJ/mol

=====

Arrangement P

C19H22N6O2 | ωB97M-V/def2-TZVPD

The structure (SMILES) is CCN(CC)c1ccc(/C=C2\C(=O)N(c3nnc(C)c(O)n3)N=C2C)cc1. The value obtained for the HOMO-LUMO gap is 7.055 eV. The HOMO energy is -7.766 eV.

Structure (XYZ):
```
49
C19H22N6O2 | OMol25 | ωB97M-V/def2-TZVPD
C 4.24193 1.59087 3.21785
C 4.61979 0.36485 2.32391
N 3.63935 0.19391 1.23523
C 3.99656 0.37976 -0.18807
C 4.97258 -0.68421 -0.61261
C 2.28704 -0.01690 1.56545
C 1.99223 -0.97510 2.52660
C 0.65272 -1.22111 2.87890
C -0.42282 -0.54276 2.24215
C -1.84226 -0.80466 2.62899
C -3.00768 -0.76504 1.82784
C -3.13498 -0.69855 0.40056
O -2.24065 -1.07047 -0.33535
N -4.47892 -0.44402 0.15156
C -5.02122 -0.58655 -1.15515
N -6.14244 -1.35710 -1.28939
N -6.56603 -1.69351 -2.49663
C -5.90950 -1.25309 -3.58986
C -6.44111 -1.63384 -4.94004
C -4.75641 -0.44712 -3.37914
O -4.00795 0.03311 -4.40639
N -4.31461 -0.08403 -2.20239
N -5.20930 -0.44076 1.33808
C -4.39184 -0.67700 2.31557
C -4.87261 -0.80292 3.72144
C -0.11850 0.45258 1.31009
C 1.22312 0.72319 1.00291
H 3.38438 1.30129 3.84280
H 5.07805 1.80548 3.83070
H 3.95190 2.43751 2.63679
H 5.60499 0.59697 1.87376
H 4.75901 -0.53941 2.91490
H 3.13153 0.38508 -0.85668
H 4.49236 1.33928 -0.36952
H 5.25663 -0.56495 -1.66652
H 5.88145 -0.71611 0.02837
H 4.50630 -1.65303 -0.51798
H 2.79938 -1.56228 2.96430
H 0.54192 -1.94350 3.68907
H -1.96809 -1.02918 3.70995
H -6.74280 -0.76209 -5.52108
H -7.34247 -2.27888 -4.76635
H -5.66815 -2.18128 -5.46301
H -3.21768 0.32261 -3.96221
H -4.31988 -0.07543 4.33424
H -5.95125 -0.55001 3.75293
H -4.67793 -1.79646 4.11808
H -0.89370 1.00690 0.80028
H 1.43594 1.48781 0.29223
```

=====

Arrangement Q

C19H22N6O2 | ωB97M-V/def2-TZVPD

The structure (SMILES) is CCOC(=O)N1CCC(Nc2ccc3nnc(-c4ccccc4)n3n2)CC1. The value obtained for the HOMO-LUMO gap is 8.289 eV. The HOMO energy is -8.026 eV.

Structure (XYZ):
```
49
C19H22N6O2 | OMol25 | ωB97M-V/def2-TZVPD
C -2.44471 3.62093 3.57109
C -1.20745 3.21578 2.79156
O -0.81939 1.90609 3.20949
C 0.44863 1.55002 2.91098
O 1.23449 2.27542 2.34690
N 0.75201 0.30659 3.35627
C -0.22675 -0.62107 3.88415
C -0.12551 -1.97396 3.16035
C 0.36423 -1.72028 1.73629
N 0.19103 -2.88672 0.90302
C 0.08614 -2.76920 -0.44506
C -0.02196 -3.94570 -1.26030
C -0.21782 -3.81717 -2.59760
C -0.29808 -2.51345 -3.12689
N -0.48835 -2.04648 -4.34611
N -0.46461 -0.72806 -4.28180
C -0.25809 -0.33751 -3.03368
C -0.14693 1.03954 -2.60185
C 0.27668 1.37615 -1.31696
C 0.39641 2.70322 -0.94800
C 0.08659 3.70602 -1.85222
C -0.33696 3.37789 -3.13168
C -0.45084 2.05505 -3.51025
N -0.14899 -1.44880 -2.25113
N 0.03936 -1.55495 -0.93726
C 1.82538 -1.24063 1.78424
C 2.01475 -0.28629 2.97712
H -2.23194 3.62793 4.63693
H -3.25330 2.91974 3.38238
H -2.75764 4.61446 3.26404
H -1.40994 3.19560 1.71397
H -0.37655 3.90578 2.97278
H -0.05961 -0.75283 4.96005
H -1.21537 -0.18565 3.74131
H -1.10163 -2.45865 3.14711
H 0.57598 -2.63514 3.67319
H -0.25308 -0.93828 1.28195
H 0.47932 -3.77714 1.27591
H 0.04676 -4.91325 -0.78832
H -0.31388 -4.65945 -3.26241
H 0.51878 0.59814 -0.61133
H 0.74258 2.94741 0.04578
H 0.17956 4.74270 -1.56256
H -0.57559 4.15998 -3.83787
H -0.76999 1.77970 -4.50305
H 2.06668 -0.73815 0.84841
H 2.49065 -2.10003 1.88958
H 2.40548 -0.82416 3.84561
H 2.70043 0.52241 2.72425
```

=====

Energetically preferred structure: arrangement Q | next structure: +252.5 kJ/mol

=====

Arrangement P

CN2O2S | ωB97M-V/def2-TZVPD

The value obtained for the HOMO-LUMO gap (alpha / beta) is 7.512 / 7.511 eV. The HOMO energy (alpha / beta) is -11.312 / -11.311 eV.

Structure (XYZ):
```
6
CN2O2S | OMol25 | ωB97M-V/def2-TZVPD
C -1.33940 -0.02549 -0.00510
N -0.91067 -1.14227 0.09696
N 1.31795 -1.20414 -0.07010
O -2.00797 0.91824 -0.08508
O 1.02032 1.29122 0.08742
S 1.91977 0.16245 -0.02410
```

=====

Arrangement Q

CN2O2S | ωB97M-V/def2-TZVPD

The value obtained for the HOMO-LUMO gap (alpha / beta) is 8.215 / 6.633 eV. The HOMO energy (alpha / beta) is -8.929 / -8.635 eV.

Structure (XYZ):
```
6
CN2O2S | OMol25 | ωB97M-V/def2-TZVPD
C -1.56481 -0.31644 0.20448
N -0.47339 -0.60996 -0.17756
N 1.45906 1.43278 -0.13212
O 0.64229 -1.03185 -0.03522
O 1.86276 0.42311 0.14537
S -3.03782 0.31468 -0.00453
```

=====

Energetically preferred structure: arrangement P | next structure: +151.1 kJ/mol

=====

Arrangement P

CH5FSi | ωB97M-V/def2-TZVPD

The value obtained for the HOMO-LUMO gap is 11.596 eV. The HOMO energy is -10.524 eV.

Structure (XYZ):
```
8
CH5FSi | OMol25 | ωB97M-V/def2-TZVPD
C 0.95983 -0.24500 0.31525
F 1.78904 -0.38200 -0.68558
Si -0.93011 0.17206 -0.25068
H 0.91098 -1.17411 0.93790
H 1.51363 0.74115 1.02981
H -1.57363 1.35714 0.30049
H -1.95790 -0.90388 0.05371
H -0.71183 0.43464 -1.70091
```

=====

Arrangement Q

CH5FSi | ωB97M-V/def2-TZVPD

The value obtained for the HOMO-LUMO gap is 9.654 eV. The HOMO energy is -9.606 eV.

Structure (XYZ):
```
8
CH5FSi | OMol25 | ωB97M-V/def2-TZVPD
C 0.36666 -1.10208 0.60306
F 0.13496 -1.30618 1.96980
Si 0.19365 0.79463 0.01462
H 1.01234 -1.86603 0.21132
H -1.28305 -1.64275 -0.18194
H -0.62786 0.75214 -1.26412
H 1.57053 1.43620 0.06572
H -0.70855 1.52413 1.02464
```

=====

Energetically preferred structure: arrangement P | next structure: +215.2 kJ/mol

=====

Arrangement P

C4H10NO3 | ωB97M-V/def2-TZVPD

The value obtained for the HOMO-LUMO gap (alpha / beta) is 6.948 / 4.768 eV. The spin multiplicity is 2. The HOMO energy (alpha / beta) is -0.346 / 0.322 eV. The total charge is -2.

Structure (XYZ):
```
18
C4H10NO3 | OMol25 | ωB97M-V/def2-TZVPD
O -3.00552 -0.06661 -1.31175
C -2.39482 1.03299 -1.32362
O 2.10762 -2.34400 -0.72027
C -0.99157 1.20094 -1.31794
C -0.07843 0.10945 -0.84667
C -0.45835 -0.44006 0.53873
N 0.57719 -1.16991 1.23623
H -0.68243 2.23264 -1.15460
H -2.93669 1.99178 -1.38475
H -0.02338 -0.74073 -1.52880
H 0.94958 0.45436 -0.73084
H -1.39453 -1.01763 0.50821
H -0.74097 0.36858 1.22248
H 1.32050 -1.64802 0.63366
H 0.96984 -0.53728 1.98236
H 2.29555 1.54516 2.48628
H 2.95882 -1.92296 -0.86353
O 1.52760 0.95130 2.57481
```

=====

Arrangement Q

C4H10NO3 | ωB97M-V/def2-TZVPD

The value obtained for the HOMO-LUMO gap (alpha / beta) is 4.362 / 6.759 eV. The spin multiplicity is 2. The HOMO energy (alpha / beta) is 2.615 / 0.192 eV. The total charge is -2.

Structure (XYZ):
```
18
C4H10NO3 | OMol25 | ωB97M-V/def2-TZVPD
C 0.90216 -0.45065 0.67263
C 1.00830 0.14025 -0.73338
N 0.74944 1.61193 -1.13313
C 1.76105 1.93091 -0.26801
C -2.13399 -2.20383 0.71726
O -2.03240 -1.56799 -0.35388
O -1.18032 -2.85552 1.20730
H 1.86830 -0.62723 1.14895
H 0.44027 -1.44871 0.56996
H 0.20824 0.11748 1.29736
H 1.91531 -0.34185 -1.17906
H 0.16417 -0.35613 -1.24058
H 2.37709 2.78246 -0.60302
H 1.98279 1.70142 0.77538
H -3.18161 -2.28999 1.14444
H -0.92279 1.68315 -0.74875
H -2.04705 0.64996 -0.82258
O -1.87896 1.52435 -0.45089
```

=====

Energetically preferred structure: arrangement Q | next structure: +38.5 kJ/mol

=====

Arrangement P

C11H18 | ωB97M-V/def2-TZVPD

The structure (SMILES) is CC(C)(C)C.c1ccccc1. The value obtained for the HOMO-LUMO gap is 9.172 eV. The HOMO energy is -8.363 eV.

Structure (XYZ):
```
29
C11H18 | OMol25 | ωB97M-V/def2-TZVPD
C 1.12364 1.49410 -0.13186
C 1.53702 0.02778 0.08131
C 2.84439 -0.29317 -0.65434
C 0.40355 -0.95364 -0.25221
C 1.97008 -0.13755 1.57516
H 1.97019 2.24673 -0.10416
H 0.73220 1.51084 -1.16385
H 0.28651 1.67186 0.44340
H 3.01505 -1.42311 -0.79577
H 2.97986 0.04621 -1.85473
H 3.78083 0.09214 0.05152
H 0.77009 -2.05892 -0.37602
H -0.02934 -0.79398 -1.26444
H -0.24220 -1.03558 0.60607
H 0.90784 -0.42720 2.11061
H 2.52507 -1.08827 1.72008
H 2.45782 0.88900 2.08044
C -2.50117 -1.29964 0.19090
C -1.74096 -1.01960 -0.93932
C -1.48866 0.30157 -1.30350
C -2.00694 1.33985 -0.53861
C -2.77078 1.06012 0.59230
C -3.01616 -0.26071 0.95745
H -2.68791 -2.32975 0.47789
H -1.34878 -1.83791 -1.53766
H -0.89165 0.51893 -2.18728
H -1.80313 2.37249 -0.81658
H -3.17236 1.87262 1.19060
H -3.60408 -0.48518 1.84260
```

=====

Arrangement Q

C11H18 | ωB97M-V/def2-TZVPD

The structure (SMILES) is Cc1ccccc1.CC(C)C. The value obtained for the HOMO-LUMO gap is 9.967 eV. The HOMO energy is -9.065 eV.

Structure (XYZ):
```
29
C11H18 | OMol25 | ωB97M-V/def2-TZVPD
C 3.01368 -0.47946 0.29950
C 1.79467 -0.98367 1.00673
C 1.65330 -0.67001 2.36345
C 0.46393 -0.83885 3.05670
C -0.63296 -1.34069 2.34361
C -0.48264 -1.82440 1.05378
C 0.77936 -1.70859 0.43444
H 3.16485 -0.99018 -0.67454
H 3.92594 -0.48210 0.88782
H 2.90440 0.58362 0.05046
H 2.46594 -0.35709 3.00673
H 0.21075 -0.59570 4.08510
H -1.61263 -1.46341 2.81184
H -1.21346 -2.42907 0.55553
H 0.59613 -2.02004 -0.58772
C -0.80345 0.45669 -2.68305
C -0.98652 0.85429 -1.20909
C -0.29869 2.14949 -0.82576
C -2.53774 0.94802 -0.97848
H 0.14954 0.01351 -2.97570
H -1.00274 1.33670 -3.30511
H -1.51398 -0.33344 -2.99174
H -0.76325 -0.05836 -0.67283
H -0.71542 2.53715 0.10799
H 0.77709 1.97298 -0.77701
H -0.64350 2.85001 -1.58940
H -2.80677 -0.11290 -0.91908
H -2.81214 1.53393 -0.09108
H -3.07372 1.45153 -1.78306
```

=====

Energetically preferred structure: arrangement Q | next structure: +309.8 kJ/mol